Arrangement 1

Below is an isolated molecule of C3H6N2, with properties calculated with ωB97M-V/def2-TZVPD.

```
11
C3H6N2 (ωB97M-V/def2-TZVPD)
C 1.49 -0.06 0.00
N 0.22 -0.68 0.32
C -0.75 0.16 -0.36
C -2.11 -0.01 0.19
N -3.17 -0.20 0.62
H 1.79 -0.33 -1.02
H 2.27 -0.40 0.69
H 1.33 1.05 -0.03
H 0.06 -0.65 1.33
H -0.36 1.21 -0.32
H -0.75 -0.09 -1.43
```

Properties
- E_LUMO: 0.83 eV
- Structure (SMILES): CNCC#N
- HOMO level: -9.90 eV
- Spin multiplicity: 1



Arrangement 2

Below is an isolated molecule of C3H6N2, with properties calculated with ωB97M-V/def2-TZVPD.

```
11
C3H6N2 (ωB97M-V/def2-TZVPD)
H 1.45 1.94 -0.02
N 0.49 1.50 0.13
C 0.52 0.21 0.11
N 1.63 -0.59 -0.07
C -0.75 -0.54 0.22
C -1.89 0.12 -0.10
H 1.48 -1.58 -0.22
H 2.55 -0.22 -0.12
H -0.76 -1.60 0.55
H -2.83 -0.42 -0.12
H -1.90 1.18 -0.36
```

Properties
- E_LUMO: 1.01 eV
- Structure (SMILES): [H]/N=C(\N)C=C
- HOMO level: -9.00 eV
- Spin multiplicity: 1



Arrangement 3

Below is an isolated molecule of C3H6N2, with properties calculated with ωB97M-V/def2-TZVPD.

```
11
C3H6N2 (ωB97M-V/def2-TZVPD)
C 1.27 -0.20 0.06
C -0.19 -0.02 -0.38
N -1.06 -0.93 0.36
C -0.61 1.40 -0.26
N -0.97 2.49 -0.13
H 1.75 0.74 0.33
H 1.28 -0.87 0.93
H 1.86 -0.67 -0.73
H -0.29 -0.28 -1.44
H -1.99 -0.96 -0.03
H -1.15 -0.60 1.32
```

Properties
- E_LUMO: 0.86 eV
- Structure (SMILES): C[C@@H](N)C#N
- HOMO level: -10.37 eV
- Spin multiplicity: 1



The least stable of them is arrangement 1.



Arrangement 1

Below is an isolated molecule of C3H6N2, with properties calculated with ωB97M-V/def2-TZVPD.

```
11
C3H6N2 (ωB97M-V/def2-TZVPD)
C -1.09 0.87 2.10
N -0.29 0.66 1.04
N -0.88 0.15 -0.19
C -0.24 -0.34 -1.19
C 1.26 -0.63 -1.33
H -0.28 0.99 3.07
H -2.22 1.08 2.26
H -0.87 -0.46 -2.02
H 1.65 -0.51 -0.41
H 1.66 0.00 -2.09
H 1.30 -1.82 -1.25
```

Properties
- E_LUMO: 0.43 eV
- Structure (SMILES): C=N/N=C\C
- HOMO level: -8.48 eV
- Spin multiplicity: 1



Arrangement 2

Below is a cluster of 2 separate species, C3H6N2 in total, with properties calculated with ωB97M-V/def2-TZVPD.

```
11
C3H6N2 (ωB97M-V/def2-TZVPD)
C -1.42 -1.22 0.48
C -2.22 -0.30 0.13
N -2.95 0.67 -0.13
H -1.52 -2.17 -0.04
H -0.75 -0.95 1.31
H -2.76 1.41 -0.75
C 1.99 0.61 -0.40
N 2.71 0.11 0.55
H 2.15 1.29 -1.26
H 0.98 0.47 -0.32
H 3.79 0.09 0.42
```

Properties
- E_LUMO: 0.87 eV
- Structure (SMILES): C=C=N.C=N
- HOMO level: -9.10 eV
- Spin multiplicity: 1



Arrangement 3

Below is an isolated molecule of C3H6N2, with properties calculated with ωB97M-V/def2-TZVPD.

```
11
C3H6N2 (ωB97M-V/def2-TZVPD)
C -1.07 -0.23 0.70
C -0.04 0.02 -0.42
N 0.62 1.30 -0.23
C 0.91 -1.12 -0.52
N 1.68 -1.99 -0.59
H -1.18 -1.29 0.93
H -0.74 0.29 1.61
H -2.04 0.17 0.41
H -0.56 0.06 -1.38
H 1.17 1.55 -1.05
H 1.26 1.24 0.55
```

Properties
- E_LUMO: 0.86 eV
- Structure (SMILES): C[C@@H](N)C#N
- HOMO level: -10.40 eV
- Spin multiplicity: 1



Arrangement 4

Below is an isolated molecule of C3H6N2, with properties calculated with ωB97M-V/def2-TZVPD.

```
11
C3H6N2 (ωB97M-V/def2-TZVPD)
C 0.35 1.10 -0.79
N -0.18 -0.23 -0.91
C -0.66 -0.88 0.32
C 0.17 -0.74 1.61
N 0.77 -0.40 2.56
H -0.50 1.74 -0.36
H 1.26 1.24 -0.07
H 0.70 1.39 -1.78
H 0.50 -0.86 -1.39
H -0.81 -1.91 0.15
H -1.59 -0.45 0.65
```

Properties
- E_LUMO: 0.83 eV
- Structure (SMILES): CNCC#N
- HOMO level: -9.75 eV
- Spin multiplicity: 1



The least stable of them is arrangement 1.



Arrangement 1

Below is an isolated molecule of C3H6N2, with properties calculated with ωB97M-V/def2-TZVPD.

```
11
C3H6N2 (ωB97M-V/def2-TZVPD)
C -2.05 0.39 -0.22
C -0.54 -0.11 0.30
C 0.29 -1.24 -0.07
N 0.75 0.08 0.51
N 1.73 0.89 -0.02
H -2.46 1.33 0.20
H -2.58 -0.59 -0.23
H 0.50 -2.08 0.60
H 0.40 -1.48 -1.18
H 1.66 1.76 -0.62
H 2.30 1.05 0.73
```

Properties
- E_LUMO (alpha / beta): 0.80 / 0.80 eV
- Structure (SMILES): C=C1CN1N
- HOMO level (alpha / beta): -7.67 / -7.67 eV
- Spin multiplicity: 1



Arrangement 2

Below is an isolated molecule of C3H6N2, with properties calculated with ωB97M-V/def2-TZVPD.

```
11
C3H6N2 (ωB97M-V/def2-TZVPD)
H -1.50 1.90 -0.12
N -0.54 1.50 -0.05
C -0.54 0.25 -0.06
N -1.61 -0.60 0.00
C 0.73 -0.53 -0.10
C 1.89 0.12 0.04
H -1.37 -1.61 0.05
H -2.58 -0.28 0.25
H 0.70 -1.59 -0.16
H 2.83 -0.38 -0.04
H 2.00 1.23 0.20
```

Properties
- E_LUMO: 0.99 eV
- Structure (SMILES): [H]/N=C(\N)C=C
- HOMO level: -9.09 eV
- Spin multiplicity: 1



The least stable of them is arrangement 1.



Arrangement 1

Below is an isolated molecule of C3H6N2, with properties calculated with ωB97M-V/def2-TZVPD.

```
11
C3H6N2 (ωB97M-V/def2-TZVPD)
C 0.48 -0.45 0.69
C 1.00 0.91 0.51
N -0.30 -0.66 -0.68
C -1.39 0.33 -0.71
N -2.43 0.82 -0.78
H -0.66 -1.60 -0.88
H 0.49 -0.35 -1.30
H -0.25 -0.64 1.50
H 1.17 -1.32 0.65
H 0.82 1.47 -0.41
H 1.06 1.50 1.42
```

Properties
- E_LUMO: -0.11 eV
- HOMO level: -6.18 eV
- Spin multiplicity: 1



Arrangement 2

Below is an isolated molecule of C3H6N2, with properties calculated with ωB97M-V/def2-TZVPD.

```
11
C3H6N2 (ωB97M-V/def2-TZVPD)
C 1.82 -0.01 -0.05
N 0.96 -0.93 -0.29
N -0.32 -0.57 -0.77
C -1.38 -0.63 0.20
C -0.76 0.74 -0.22
H 1.69 1.14 -0.07
H 2.83 -0.22 0.39
H -1.12 -1.03 1.20
H -2.35 -0.90 -0.19
H -1.24 1.39 -0.81
H -0.14 1.02 0.61
```

Properties
- E_LUMO: 1.16 eV
- Structure (SMILES): C=NN1CC1
- HOMO level: -9.32 eV
- Spin multiplicity: 1



The least stable of them is arrangement 1.



Arrangement 1

Below is the ion C6H9N2 with charge +1, with properties calculated with ωB97M-V/def2-TZVPD.

```
17
C6H9N2 (ωB97M-V/def2-TZVPD)
C -1.89 -1.52 -0.09
C -0.78 -0.82 0.11
N 0.75 -1.23 0.05
C 1.42 -0.07 0.08
C 2.91 0.18 -0.10
N 0.64 1.01 0.00
C -0.63 0.69 0.11
C -1.82 1.48 -0.02
H -1.93 -2.59 -0.45
H -2.93 -1.12 0.09
H 1.17 -2.08 0.28
H 3.26 0.34 0.97
H 3.07 1.20 -0.59
H 3.30 -0.72 -0.43
H -2.44 1.36 -0.88
H -1.46 2.49 0.06
H -2.64 1.39 0.79
```

Properties
- E_LUMO: -5.74 eV
- Charge: +1
- Structure (SMILES): C=C1[NH+]=C(C)N=C1C
- HOMO level: -15.17 eV
- Spin multiplicity: 1



Arrangement 2

Below is the ion C6H9N2 with charge +1, with properties calculated with ωB97M-V/def2-TZVPD.

```
17
C6H9N2 (ωB97M-V/def2-TZVPD)
C -1.07 1.40 -0.16
C 1.39 1.45 0.22
C -1.49 0.17 -0.04
C 2.49 -0.93 0.04
C 1.29 -0.79 -0.80
C -2.23 -1.02 0.09
N 1.65 0.23 -0.15
N 0.15 2.01 -0.11
H -1.92 2.03 -0.25
H 2.14 1.91 1.03
H 2.40 -1.44 0.92
H 3.53 -0.91 -0.50
H 0.58 -0.96 -1.62
H -2.58 -1.03 1.27
H -1.66 -1.99 -0.11
H -2.94 -1.06 -0.69
H -0.10 2.96 0.10
```

Properties
- E_LUMO (alpha / beta): -5.57 / -3.69 eV
- Charge: +1
- HOMO level (alpha / beta): -11.58 / -12.14 eV
- Spin multiplicity: 1



Arrangement 3

Below is the ion C6H9N2 with charge +1, with properties calculated with ωB97M-V/def2-TZVPD.

```
17
C6H9N2 (ωB97M-V/def2-TZVPD)
C -3.10 0.05 0.60
N -2.12 0.02 -0.07
N -0.98 -0.24 -0.53
C -0.53 -1.64 -0.54
C 0.90 -1.11 -0.12
C 0.70 -0.37 1.20
C 0.35 0.28 -0.16
C 0.64 1.72 -0.45
H -4.05 0.24 0.76
H -0.47 -2.20 -1.41
H -1.00 -2.13 0.33
H 1.79 -1.33 -0.65
H 0.16 -0.84 1.91
H 1.62 -0.15 1.50
H 0.75 2.03 -1.47
H 1.60 1.86 -0.06
H -0.02 2.39 0.06
```

Properties
- E_LUMO: -4.50 eV
- Charge: +1
- Structure (SMILES): C#[N+]N1C[C@@H]2C[C@@]21C
- HOMO level: -14.11 eV
- Spin multiplicity: 1



Arrangement 4

Below is the ion C6H9N2 with charge +1, with properties calculated with ωB97M-V/def2-TZVPD.

```
17
C6H9N2 (ωB97M-V/def2-TZVPD)
C 0.84 -0.68 1.64
C 0.71 1.37 0.62
C 0.51 2.66 0.46
C -0.21 -2.35 0.17
C 0.31 -0.20 -0.72
C -1.02 0.09 -1.38
N 1.06 0.57 1.60
N 0.30 -1.16 0.35
H 0.84 -1.46 2.51
H 0.61 3.39 1.21
H 0.16 3.07 -0.50
H -0.46 -2.79 -0.72
H -0.55 -2.86 1.09
H 1.09 -0.17 -1.40
H -1.95 -0.07 -0.73
H -1.20 -0.54 -2.32
H -1.07 1.13 -1.87
```

Properties
- E_LUMO (alpha / beta): -5.78 / -5.78 eV
- Charge: +1
- HOMO level (alpha / beta): -13.53 / -13.53 eV
- Spin multiplicity: 1



The least stable of them is arrangement 2.



Arrangement 1

Below is a cluster of 3 separate species, C2H5INO in total, with properties calculated with ωB97M-V/def2-TZVPD.

```
10
C2H5INO (ωB97M-V/def2-TZVPD)
C 0.49 2.16 0.12
C 0.85 -1.03 -0.33
N -0.04 -1.84 0.08
O -0.04 -3.12 0.09
I -3.87 0.69 -0.01
H 1.06 2.82 0.63
H 0.91 1.72 -0.70
H -0.14 1.45 0.63
H 1.66 -1.32 -1.11
H -0.87 -1.53 0.61
```

Properties
- E_LUMO (alpha / beta): 0.17 / -0.12 eV
- Charge: -1
- HOMO level (alpha / beta): -4.02 / -3.73 eV
- Spin multiplicity: 1



Arrangement 2

Below is a cluster of 2 separate species, C2H5INO in total, with properties calculated with ωB97M-V/def2-TZVPD.

```
10
C2H5INO (ωB97M-V/def2-TZVPD)
I 13.74 1.57 -21.76
O 16.75 5.75 -19.44
C 17.44 5.18 -18.62
N 17.25 3.85 -18.34
C 18.44 5.93 -17.78
H 18.00 3.41 -17.82
H 16.64 3.29 -18.91
H 19.15 5.14 -17.53
H 17.93 6.27 -16.88
H 18.72 6.70 -18.50
```

Properties
- E_LUMO: 2.92 eV
- Charge: -1
- HOMO level: -3.20 eV
- Spin multiplicity: 1



The least stable of them is arrangement 1.